Entry 1:
13
Properties=species:S:1:pos:R:3:forces:R:3 method="wB97M-V/def2-TZVPD" mol_weight_g_mol=78.09 gap_ha=0.219 charge=+1 homo_energy_ev=-15.19 energy_ev=-7672.76602
N 0.11375 0.59366 -0.75427 -0.563 -0.370 -0.561
C -0.86662 0.38470 0.21688 1.050 1.342 1.728
N -0.23429 0.02647 1.42852 -0.279 -0.302 -0.398
N -1.73839 -0.56068 -0.44486 0.567 0.074 -0.304
H 0.03670 1.52554 -1.18710 -0.323 -0.135 -0.263
H 1.97910 -0.29462 -0.71823 -0.847 0.445 -1.289
H 0.79055 0.03320 1.35948 -0.153 0.057 0.456
H -0.65540 -0.74831 1.93099 0.414 -0.219 -0.165
H -1.45244 1.31269 0.38048 -0.250 -0.179 0.086
H -2.71651 -0.31100 -0.46203 -0.077 0.256 -0.577
H -1.30915 -0.97596 -1.26407 -0.458 -0.507 -0.057
H 3.46321 -0.35685 -0.38896 0.151 -0.043 0.008
O 2.58948 -0.62885 -0.09683 0.767 -0.420 1.336

Entry 2:
14
Properties=species:S:1:pos:R:3:forces:R:3 method="wB97M-V/def2-TZVPD" mol_weight_g_mol=106.18 gap_ha=0.419 smiles="N/C(O)=[NH+]/N[SiH3]" charge=+1 homo_energy_ev=-14.73 energy_ev=-15554.06702
C 0.73275 -1.36877 -0.50143 -0.907 -0.176 -0.341
N 1.47489 -1.75577 -1.52886 0.841 1.263 0.576
N 0.89840 -0.18837 0.09893 -3.618 0.546 1.875
N -0.19410 0.21728 1.09942 3.005 -1.700 -0.591
O -0.30406 -2.10928 -0.20495 -0.485 1.075 0.451
Si -1.33409 1.45572 0.62997 -0.940 -0.238 -1.153
H 2.15299 -1.07346 -1.81087 0.415 0.042 -0.235
H 1.66788 -2.68510 -1.83986 -0.574 -0.647 0.136
H 1.66317 0.41407 0.27339 1.361 -0.068 -0.886
H -0.96941 -1.54572 0.31134 1.188 -0.828 -0.226
H 0.36406 0.26704 1.92971 -0.186 0.003 0.846
H -2.52330 1.31009 1.69678 1.620 0.640 -1.186
H -0.58391 2.79408 0.18136 -1.187 -1.342 0.720
H -1.63859 0.48875 -0.52672 -0.534 1.431 0.015

Entry 3:
14
Properties=species:S:1:pos:R:3:forces:R:3 method="wB97M-V/def2-TZVPD" mol_weight_g_mol=92.10 gap_ha=0.346 smiles="NC(N)=NO.N" charge=0 homo_energy_ev=-8.57 energy_ev=-9173.37131
C 0.66297 0.36457 -0.41379 0.123 -1.590 1.447
N 1.13497 -0.39770 0.54707 0.441 1.584 -1.244
N 0.71486 1.71531 -0.33337 0.261 1.243 0.889
N -0.06747 -0.08147 -1.45944 0.148 -0.874 -0.717
N -1.72881 -0.12221 1.35090 2.195 -0.690 0.494
O 1.14051 -1.74716 0.12725 0.161 -0.534 0.208
H 1.84871 -2.12879 0.67409 -0.474 0.191 -0.327
H -0.63759 -0.31250 1.48615 -3.184 0.649 -0.687
H -0.19359 2.14643 -0.45811 0.101 0.044 -0.008
H 1.14244 2.01358 0.53665 -0.011 0.084 -0.153
H 0.05827 -1.08184 -1.57804 -0.228 0.198 -0.356
H -0.00146 0.49599 -2.28684 0.000 -0.313 -0.013
H -2.16055 -1.04339 1.41798 0.028 0.211 0.085
H -1.91325 0.17917 0.38950 0.438 -0.203 0.382

Entry 4:
14
Properties=species:S:1:pos:R:3:forces:R:3 method="wB97M-V/def2-TZVPD" mol_weight_g_mol=107.08 gap_ha=0.309 charge=+1 homo_energy_ev=-13.35 energy_ev=-16404.50794
C -0.17991 0.01912 0.26662 1.707 5.032 -1.380
N 1.74376 0.82808 0.51195 -2.932 -2.547 -0.368
N -0.17900 -1.18071 0.61755 -2.003 -5.052 0.582
N -1.09632 0.83262 -0.22966 0.071 -0.497 0.894
N -2.49583 0.49643 -0.35826 0.510 -0.820 -1.063
P 2.84350 -0.16987 -0.32802 0.479 0.237 3.229
H -0.91520 -2.01319 0.50077 1.768 2.890 0.154
H 0.74074 -1.54434 0.82368 0.242 -0.225 0.434
H -0.69054 1.63630 -0.75714 -1.267 -0.863 0.600
H -3.18449 1.19818 -0.18078 0.491 1.170 0.331
H 1.60659 1.76493 0.21656 -0.249 1.092 -0.538
H -2.85072 -0.35058 0.08708 1.151 0.142 0.017
H 2.41457 -0.24864 -1.59706 -0.995 -0.564 -1.625
H 2.24287 -1.26832 0.42669 1.026 0.006 -1.268